No. 1
Computed, not measured: a cluster of 2 separate species, C26H23N2O in total at a distorted geometry, with ωB97M-V with the def2-TZVPD basis set.

Geometry as XYZ:
```
52
Properties=species:S:1:pos:R:3:nbo_charge:R:1
O 3.1380 5.2920 0.9930 -0.489
N 0.6771 0.4196 0.1199 -0.508
N -3.7827 -3.1903 -0.7737 -0.346
C 2.9580 3.2731 -0.3434 -0.288
C -1.8331 -1.0181 1.4992 0.257
C -2.4735 -1.1341 -3.6115 -0.193
C 1.5982 3.6156 1.6624 -0.214
C 2.5952 1.2921 -1.7448 -0.120
C 0.4457 -2.0871 1.2879 -0.064
C -3.1939 -2.1839 -3.0397 -0.259
C 1.7640 -2.0242 1.6995 -0.231
C 4.2902 5.7239 0.2235 -0.260
C -3.1412 -2.3081 -1.6508 0.210
C 1.3257 1.5878 0.3422 0.202
C -3.4623 -2.9120 0.5319 0.052
C -4.7126 -4.1947 -1.2394 -0.405
C 1.0848 -0.9603 3.7730 -0.241
C -0.2198 -0.8915 3.3118 -0.093
C 1.0653 -0.3320 -0.9024 0.041
C 2.6223 4.0592 0.7685 0.334
C 0.9744 2.4109 1.4363 -0.218
C -2.5539 -1.7967 0.5330 -0.284
C -1.8506 -0.2791 -1.4258 -0.200
C 2.3158 2.0571 -0.5898 -0.102
C -1.8192 -0.1823 -2.8075 -0.215
C 2.0983 -1.4778 2.9499 -0.057
C -2.4328 -1.3974 -0.8544 -0.102
C 2.0159 0.0549 -1.8485 -0.269
C -0.5648 -1.3795 2.0265 -0.079
H 3.6638 3.6425 -1.0770 0.222
H 0.1644 2.0844 2.0827 0.214
H -4.3819 -5.1883 -0.9101 0.216
H 5.0641 4.9330 0.2160 0.187
H -3.8944 -3.5016 1.3432 0.238
H 3.1339 -1.5306 3.3012 0.243
H 3.2660 1.6973 -2.5117 0.227
H 1.3092 -0.6123 4.7852 0.245
H 2.2500 -0.6550 -2.6258 0.229
H -1.4291 0.4597 -0.7582 0.231
H -2.4185 -0.1723 1.9487 0.229
H -4.7391 -4.1500 -2.3376 0.225
H -2.4136 -1.0361 -4.6958 0.229
H 2.5593 -2.3877 1.0482 0.243
H -1.2936 0.6359 -3.2787 0.225
H 4.6503 6.6230 0.7392 0.216
H -5.7158 -4.0017 -0.8335 0.218
H -1.0071 -0.4052 3.8949 0.229
H -3.7657 -2.8857 -3.6342 0.225
H 1.3059 4.2993 2.4577 0.237
H 0.1850 -2.5615 0.3523 0.238
H 0.5822 -1.2899 -1.0182 0.187
H 3.9959 5.9658 -0.8152 0.187
```

E_tot, Ha: -1188.9995
HOMO-LUMO gap, eV: 4.95
HOMO, eV: -10.51
F_max, hartree/bohr: 0.04862
Net charge: +1

---

No. 2
Computed, not measured: a cluster of 2 separate species, C4H12 in total at a distorted geometry, with ωB97M-V with the def2-TZVPD basis set.

Geometry as XYZ:
```
16
Properties=species:S:1:pos:R:3:nbo_charge:R:1
C 0.2660 1.4045 1.3150 -0.615
C 1.4880 2.2571 1.4456 -0.613
C -0.4475 -1.2475 -1.6536 -0.606
C -1.3002 -2.4053 -1.1070 -0.604
H 1.3137 3.1092 2.1126 0.203
H -2.3129 -2.3812 -1.4942 0.205
H 1.8403 2.6495 0.4968 0.208
H -1.2046 -2.3719 -0.0241 0.204
H -0.8899 -3.3629 -1.4450 0.197
H 0.5530 0.3770 1.0610 0.201
H -1.0138 -0.3467 -1.4002 0.202
H -0.3873 1.3047 2.1837 0.206
H -0.4004 -1.2192 -2.7461 0.199
H 0.5832 -1.2835 -1.3145 0.205
H 2.3005 1.7337 1.9502 0.205
H -0.4407 1.6759 0.5281 0.205
```

E_tot, Ha: -159.5750
HOMO-LUMO gap, eV: 12.73
HOMO, eV: -11.58
F_max, hartree/bohr: 0.03525

---

No. 3
Computed, not measured: a cluster of 2 separate species, C3H8O3S in total at a distorted geometry, with ωB97M-V with the def2-TZVPD basis set.

Geometry as XYZ:
```
15
Properties=species:S:1:pos:R:3:nbo_charge:R:1
S -0.6228 1.6208 -0.4866 0.193
O 1.1787 5.0529 -0.6236 -0.555
O 2.0624 4.3214 3.3461 -0.946
O -0.5254 4.3327 0.7089 -0.698
C 0.5347 4.1268 -0.1305 0.794
C 0.0000 0.0000 0.0000 -0.751
C 0.8619 2.6395 -0.2357 -0.669
H 1.6420 2.6028 -1.0203 0.245
H -0.7090 -0.8412 -0.0790 0.247
H 2.6763 4.2277 4.1094 0.470
H 0.4188 0.0125 1.0203 0.220
H -1.0473 3.5088 0.9108 0.499
H 0.8227 -0.1649 -0.7160 0.221
H 1.3336 2.3462 0.7218 0.253
H 1.5526 5.1411 3.5370 0.477
```

E_tot, Ha: -743.0101
HOMO-LUMO gap, eV: 9.95
HOMO, eV: -9.34
F_max, hartree/bohr: 0.06381